312
Properties=species:S:1:pos:R:3:forces:R:3 method="wB97M-V/def2-TZVPD" orbital_gap_ev=8.22 e_homo_ev=-8.0 e_tot_ha=-5755.62797 molar_mass_g_mol=1731.48 relative_energy_kcal_mol=391.1
C 17.4421 28.1574 12.2037 -0.521 0.647 -0.979
O 16.1109 27.6097 12.0045 0.395 0.086 3.374
C 15.5844 27.4599 10.7423 4.501 -0.834 -3.486
C 14.3369 26.7161 10.5859 -1.547 -0.871 1.580
N 13.7431 26.5319 9.2321 -0.391 1.080 1.860
C 12.4478 25.7690 9.4023 2.387 1.530 -2.058
C 12.6181 24.2811 9.5590 -3.037 0.862 0.696
O 12.6368 23.9686 10.9097 2.480 -1.776 2.555
C 12.6557 22.5557 11.2627 -1.521 0.062 -1.450
H 17.9169 28.2070 13.1836 -1.673 -0.462 1.025
H 17.3700 29.2072 11.9192 0.466 0.027 -0.519
H 18.2899 27.6358 11.7596 -0.488 -0.270 -1.354
H 16.2778 26.7760 10.2529 0.818 -0.438 -0.526
H 15.7824 28.2932 10.0681 -0.984 0.991 0.315
H 13.7544 27.1870 11.3778 -1.582 0.010 -0.594
H 14.4589 25.7012 10.9644 0.461 -0.052 0.560
H 14.3959 25.9427 8.7353 0.058 -0.104 -0.243
H 12.0368 25.8933 8.4004 -0.588 -0.059 0.001
H 11.8410 26.3509 10.0961 -0.066 -0.692 0.254
H 13.3647 23.9035 8.8604 0.199 -0.396 0.325
H 11.5868 24.0022 9.3426 -0.016 -1.043 -1.401
H 13.4028 21.8640 10.8735 1.226 0.859 -0.011
H 11.8140 22.1154 10.7280 -0.757 -0.051 0.178
H 12.5028 22.3407 12.3203 0.178 0.770 0.021
C 24.2593 19.2057 16.0789 -1.432 -0.422 -0.291
O 23.1571 19.4995 15.1371 2.085 -0.708 1.130
C 22.2803 18.4012 14.9397 -2.723 1.586 1.086
C 21.2821 18.2363 16.1714 -1.688 -1.385 -0.554
N 19.8543 17.7349 15.8297 0.383 0.104 -1.075
C 18.7948 17.9141 16.8442 3.320 -1.180 1.280
C 19.1442 16.9511 18.0411 -2.450 0.262 0.219
O 18.3313 15.7283 18.0451 1.673 1.369 -0.274
C 18.9954 14.6599 17.3570 -2.275 -0.144 0.420
H 24.3054 18.1248 16.2124 0.201 -0.134 -0.060
H 24.0456 19.6198 17.0643 -0.106 0.226 -0.056
H 25.2378 19.5560 15.7506 -0.296 0.238 -0.377
H 22.7132 17.4551 14.6146 0.304 0.152 0.007
H 21.6049 18.8554 14.2147 0.113 -0.626 -0.796
H 21.1530 19.1802 16.7009 0.534 0.204 0.104
H 21.6202 17.4261 16.8174 0.403 0.458 0.400
H 19.4384 18.1302 14.9986 0.626 0.410 -0.305
H 17.7806 17.7716 16.4710 0.333 -0.214 -0.145
H 18.8963 18.9057 17.2852 -0.351 0.530 -0.023
H 18.8499 17.5801 18.8813 -0.446 -0.603 0.613
H 20.1821 16.7182 18.2789 0.209 -0.036 -0.821
H 19.1026 14.8398 16.2873 0.934 0.452 0.089
H 18.1894 13.9260 17.3577 0.282 -0.647 0.230
H 19.8324 14.2794 17.9424 0.348 0.125 -0.460
C 17.1981 23.8502 17.3049 0.664 -1.137 1.674
O 16.6501 24.2172 16.1342 0.007 2.171 -3.480
C 15.9619 23.2846 15.3123 -1.159 -0.114 -0.326
C 15.2159 23.9130 14.0053 -0.856 -0.877 3.063
N 13.8864 24.4979 14.4507 2.186 -1.005 0.268
C 14.0524 25.8731 14.8106 -1.780 0.912 -1.319
C 12.6266 26.5134 14.8424 1.056 0.044 2.543
O 11.7744 26.2017 13.7955 -0.172 0.438 -1.095
C 10.5398 26.8735 13.9727 -0.019 0.351 -0.289
H 16.4364 23.3060 17.8633 0.153 -0.111 0.745
H 17.6214 24.6885 17.8582 -0.882 0.600 -0.024
H 18.1138 23.2599 17.2714 0.036 -0.897 -0.673
H 15.2456 22.8659 16.0191 -0.559 -0.555 -0.480
H 16.5795 22.4851 14.9031 0.625 -0.029 0.331
H 15.0081 23.1179 13.2894 0.179 -0.182 0.166
H 16.0186 24.5383 13.6143 -0.590 0.891 -0.467
H 13.0837 24.4363 13.8408 0.517 -0.352 -0.681
H 14.6272 26.3160 13.9973 0.148 0.788 0.031
H 14.5938 26.0588 15.7382 -0.233 -0.204 0.174
H 12.7308 27.5669 15.1017 0.127 0.695 -1.028
H 12.0845 26.2314 15.7450 0.192 -0.840 0.587
H 10.7020 27.9217 14.2238 0.175 0.185 0.087
H 9.9315 26.4514 14.7726 0.046 -0.317 0.130
H 9.9629 26.8870 13.0480 0.187 -0.413 -0.064
C 19.9572 12.8462 7.7309 -2.443 0.385 0.530
O 20.6086 12.4491 8.9210 1.972 -0.408 -2.630
C 21.9890 12.8703 8.7272 1.413 -0.971 2.454
C 23.0121 11.7472 9.2083 -2.109 0.635 -1.146
N 22.8400 10.5525 8.3691 -1.063 -1.125 0.423
C 23.6479 9.4588 8.8904 2.507 0.265 -0.642
C 23.9040 8.1888 8.0132 -1.971 2.634 0.049
O 22.7585 7.3923 8.0931 0.098 -1.649 1.694
C 21.8053 7.1932 7.0761 0.505 1.607 0.801
H 20.0012 13.9312 7.6367 -0.086 0.240 -0.005
H 18.9216 12.5480 7.8940 -0.272 0.315 -0.026
H 20.1553 12.4564 6.7324 1.179 -0.697 0.289
H 22.0084 13.7049 9.4280 0.860 0.315 -0.122
H 22.3692 13.1896 7.7568 -1.052 -0.096 -0.427
H 22.7574 11.5993 10.2578 0.468 -0.333 0.319
H 24.0437 12.0525 9.0332 -0.057 0.395 0.445
H 21.8931 10.2066 8.4293 -0.633 0.568 -0.092
H 23.4989 9.0996 9.9087 -0.711 0.233 0.357
H 24.5806 10.0225 8.9067 0.946 -0.716 0.407
H 24.7754 7.6968 8.4452 -0.007 -0.285 -0.457
H 23.9906 8.6011 7.0079 0.718 -0.436 -0.369
H 21.2130 8.1069 7.0252 -0.052 0.340 -0.747
H 21.0778 6.4988 7.4964 0.466 -0.713 -0.623
H 22.3549 6.9981 6.1552 -0.723 -0.507 -0.317
C 12.5085 15.7976 8.0913 2.096 -1.143 0.419
O 11.8322 16.7090 7.3584 -2.005 1.822 -0.792
C 12.1705 17.1448 6.0223 2.671 -0.855 1.113
C 13.5877 17.9462 5.9794 -1.852 0.673 0.518
N 14.7730 17.1633 5.9408 1.154 -1.325 -1.560
C 16.0287 17.9886 5.8852 -1.198 -1.499 0.187
C 16.2221 18.8353 7.0901 0.671 1.285 0.490
O 15.4188 20.0409 7.1401 0.052 -0.868 -0.355
C 15.8487 21.1331 7.9832 0.610 -1.790 -1.418
H 11.9316 15.3406 8.8953 -0.525 0.345 -0.160
H 13.3906 16.2238 8.5692 0.273 0.394 0.386
H 12.9426 14.9650 7.5379 -0.228 -0.330 -0.619
H 11.2717 17.6690 5.6975 0.508 0.252 -0.137
H 12.3509 16.2329 5.4530 -0.248 -0.052 -0.520
H 13.7188 18.4498 6.9372 -1.226 1.097 -0.151
H 13.6802 18.6178 5.1258 -0.678 0.375 0.168
H 14.6837 16.6053 6.7779 1.196 -0.278 0.125
H 16.2397 18.5193 4.9568 -1.094 0.267 -0.203
H 16.8842 17.3135 5.8652 -0.110 -0.481 0.375
H 17.2968 19.0120 7.0462 0.302 0.974 0.367
H 16.1102 18.1724 7.9480 -0.474 0.240 0.548
H 15.2667 21.9979 7.6647 -0.151 -0.143 0.495
H 16.8840 21.2908 7.6809 0.284 0.449 0.602
H 15.7589 20.8022 9.0179 -0.023 0.614 0.213
C 23.7380 6.8248 12.0150 -0.781 0.982 0.470
O 22.4890 7.5473 12.2447 3.450 0.748 1.235
C 21.4153 7.0071 11.6426 -2.817 -1.387 -0.754
C 20.1425 7.6836 12.1614 0.387 1.041 0.125
N 20.0738 9.0516 11.6366 -1.529 -2.216 -1.032
C 19.0987 9.9534 12.2802 2.112 0.365 0.405
C 17.7118 9.4266 12.6681 0.088 0.523 0.072
O 17.8873 8.5436 13.7610 -1.533 -1.766 1.051
C 16.7360 7.6841 14.0736 -0.035 -0.372 -1.409
H 23.9686 6.7190 10.9549 -0.487 -0.494 -0.169
H 23.6986 5.9026 12.5947 0.060 -0.283 -0.428
H 24.5759 7.4131 12.3892 -0.315 0.263 0.360
H 21.1823 5.9815 11.9287 0.761 -0.709 0.051
H 21.5787 7.0299 10.5652 -0.540 0.056 -0.413
H 20.2557 7.7356 13.2442 0.153 -0.243 0.427
H 19.2286 7.1040 12.0312 0.093 -0.070 -0.587
H 21.0620 9.2116 11.5024 -0.316 1.842 0.287
H 19.0992 10.8838 11.7124 -0.632 -0.112 -0.314
H 19.5881 10.2571 13.2057 -0.413 0.193 0.735
H 17.0862 9.0572 11.8556 0.422 -0.829 -0.302
H 17.0959 10.2555 13.0171 0.227 0.591 0.117
H 15.8443 8.0704 14.5672 0.340 1.181 0.072
H 16.8957 6.7552 14.6211 1.434 0.427 0.492
H 16.3555 7.2320 13.1576 -0.053 0.380 -0.584
C 5.8289 16.7959 15.7395 -0.481 -0.087 0.016
O 7.0392 17.4087 16.1360 -0.087 1.352 -0.103
C 6.9112 18.8346 16.0107 -1.855 0.750 1.044
C 7.9329 19.7243 16.6852 1.527 -1.202 0.380
N 9.1338 19.8231 15.9358 2.202 0.003 -1.448
C 10.2025 20.7288 16.3716 0.181 -0.308 0.056
C 11.2808 20.0176 17.2743 0.332 0.948 -0.808
O 10.9420 19.7429 18.5936 -0.309 0.035 0.545
C 10.2258 20.7973 19.2052 -0.942 -1.191 -0.006
H 5.9989 15.7216 15.6672 0.013 0.147 -0.212
H 5.3782 17.2171 14.8408 0.762 -0.152 -0.798
H 4.9722 16.9655 16.3917 0.286 0.009 1.055
H 6.0562 19.1912 16.5851 -0.890 -0.671 0.324
H 6.5814 19.1092 15.0087 0.867 0.024 -0.490
H 8.3061 19.2109 17.5714 -1.226 -0.051 1.011
H 7.6169 20.7343 16.9464 -0.678 -0.206 -0.164
H 9.6279 18.9566 16.0942 -0.432 -0.716 -0.773
H 9.7830 21.6358 16.8067 0.018 -0.061 0.343
H 10.6739 21.0956 15.4598 0.504 -0.113 0.063
H 12.1919 20.6149 17.3085 0.139 0.536 -0.324
H 11.6184 19.0586 16.8814 -0.340 -0.082 -0.530
H 9.1875 20.5981 18.9402 -0.417 0.425 0.287
H 10.4406 21.7928 18.8165 0.599 0.048 0.470
H 10.3200 20.6242 20.2772 0.183 0.621 -0.041
C 9.3196 17.4113 12.3715 -2.032 1.703 0.698
O 7.8887 17.3168 12.0815 0.048 -0.429 -1.248
C 7.3714 18.4358 11.3378 1.223 0.343 1.265
C 7.7477 18.5198 9.8293 -1.233 0.469 1.058
N 7.4987 19.8809 9.4367 0.066 1.748 -1.231
C 7.5576 20.2166 7.9938 0.200 0.130 0.787
C 7.4704 21.7665 7.8860 -0.660 0.105 -1.023
O 8.5536 22.4507 8.4324 1.515 -0.505 2.185
C 8.3759 23.6981 9.0815 1.164 0.343 -1.589
H 9.2790 17.4260 13.4606 0.908 -0.925 0.098
H 9.5938 18.4501 12.1876 0.462 0.041 -0.522
H 9.9851 16.7219 11.8520 -0.383 -0.207 0.199
H 7.6689 19.2844 11.9538 1.311 0.825 -0.653
H 6.3355 18.6691 11.5842 -0.728 -1.446 -0.805
H 6.9754 17.9603 9.3014 0.420 -0.584 -0.204
H 8.7586 18.1821 9.6013 0.082 -0.376 0.126
H 8.2118 20.5369 9.7216 0.276 -0.273 1.255
H 6.7970 19.6487 7.4580 -0.383 0.547 -0.149
H 8.5018 19.8825 7.5637 0.387 0.054 -0.181
H 6.5644 22.1468 8.3579 -0.368 -0.259 -0.226
H 7.6205 22.1568 6.8794 -1.394 -0.868 -0.817
H 9.2823 24.2030 8.7473 0.495 0.206 0.859
H 8.3047 23.6785 10.1690 -0.300 -0.183 -0.102
H 7.6868 24.3698 8.5695 -1.033 -0.424 0.310
C 20.4810 22.8494 14.6700 0.246 0.601 0.294
O 20.3447 22.5593 13.3014 -0.999 -0.838 -0.187
C 20.5526 23.6911 12.4806 0.943 -0.447 -0.844
C 19.9577 23.4621 11.0023 1.052 -0.532 1.104
N 20.4313 22.3089 10.1860 1.424 -0.672 0.928
C 21.8977 22.0416 10.0808 1.138 1.020 0.559
C 22.3783 20.8717 11.0000 -1.033 -1.294 -1.338
O 21.2402 19.9963 11.1200 0.098 -0.396 1.767
C 20.8715 19.0682 10.1043 0.716 0.677 0.437
H 19.9833 23.8016 14.8534 0.180 0.294 0.326
H 21.5315 22.8788 14.9593 0.280 0.389 -0.059
H 20.0442 22.1573 15.3900 -0.399 -0.625 -0.767
H 21.6277 23.8698 12.4956 0.584 -0.146 -0.718
H 20.2596 24.5911 13.0214 -1.129 0.262 -0.423
H 20.1315 24.3203 10.3532 -0.228 0.400 0.497
H 18.8965 23.2738 11.1649 -0.090 0.266 -0.265
H 20.3620 21.4684 10.7419 -2.147 -0.349 0.399
H 22.4647 22.9178 10.3952 0.204 0.226 -0.446
H 22.2024 21.7257 9.0830 -0.335 0.457 -0.261
H 22.8096 21.0996 11.9747 -0.829 0.320 0.261
H 23.1381 20.2378 10.5428 0.406 0.442 -0.559
H 20.2639 19.6014 9.3732 -0.140 -0.315 -0.269
H 20.3319 18.2693 10.6131 -0.220 0.155 -0.172
H 21.7500 18.6175 9.6426 0.144 0.060 -0.223
C 31.3291 17.6112 15.6413 -0.032 0.388 -0.467
O 30.2073 16.7743 15.6022 -1.017 -0.492 0.380
C 28.9813 17.2878 16.1643 0.375 -0.502 -0.376
C 27.8971 16.2356 16.1466 0.360 -1.434 -0.985
N 27.2901 15.7920 14.8471 0.599 1.546 0.211
C 27.6001 16.5531 13.6226 -0.434 0.659 0.410
C 27.0282 18.0254 13.4522 -1.279 -3.368 -0.961
O 25.6960 17.7375 12.7928 1.611 2.064 0.414
C 25.1646 19.0709 12.5942 -0.272 -0.817 2.116
H 31.0126 18.6460 15.5110 0.192 0.263 -0.061
H 31.9734 17.3200 14.8118 -0.080 0.089 -0.133
H 31.9604 17.5450 16.5274 -0.336 -0.177 0.484
H 28.6618 18.1718 15.6125 0.236 0.381 0.166
H 29.0857 17.4666 17.2345 0.403 0.591 0.061
H 27.1650 16.4839 16.9150 -0.289 0.173 -0.202
H 28.4078 15.3351 16.4878 0.013 -0.085 0.487
H 26.2857 15.7354 14.9368 -0.050 -0.087 0.057
H 27.1089 15.9468 12.8616 0.196 0.334 -0.386
H 28.6671 16.5803 13.4013 0.086 -0.267 0.361
H 27.6421 18.6060 12.7636 0.001 0.077 -0.054
H 26.9090 18.5536 14.3981 -0.265 0.016 -0.017
H 24.1122 19.0930 12.3111 0.340 -0.366 -0.943
H 25.8884 19.7110 12.0898 -0.425 0.024 -0.557
H 25.0693 19.4057 13.6271 0.084 0.890 -0.082
C 25.2629 15.0692 20.6037 -0.511 1.733 -0.805
O 24.6729 15.3316 19.3020 0.360 -0.147 0.691
C 25.0227 14.3685 18.3478 -0.223 -0.722 -0.344
C 24.2444 14.6311 17.0569 -0.207 -1.333 2.466
N 24.5645 13.6688 16.0120 0.446 1.863 1.407
C 23.8549 14.1215 14.8935 -0.448 -2.329 -2.772
C 23.8912 12.7850 14.0697 -1.388 0.970 -3.509
O 23.3553 11.5595 14.6462 1.270 1.035 -0.215
C 23.1402 10.5955 13.6310 -2.064 -0.411 -0.420
H 25.9579 14.2295 20.6085 -0.107 0.092 0.011
H 24.4912 15.0151 21.3716 -0.199 -0.640 -0.181
H 25.7353 16.0287 20.8142 0.725 -0.293 0.333
H 24.8746 13.4013 18.8282 -0.363 -0.508 -0.496
H 26.0629 14.3637 18.0222 0.541 0.392 0.357
H 24.4739 15.6850 16.8997 -0.064 -0.012 -1.035
H 23.1768 14.4962 17.2303 -0.318 0.699 0.414
H 23.9810 12.8490 16.0995 0.673 -0.713 1.844
H 24.2079 15.0128 14.3748 0.777 -0.300 -0.370
H 22.8065 14.3767 15.0483 -0.526 -0.122 0.574
H 24.8002 12.6310 13.4883 0.886 -0.276 1.058
H 23.2660 12.9656 13.1953 -0.744 0.176 -0.180
H 22.6572 11.0250 12.7533 0.193 0.668 -0.257
H 22.3256 9.9436 13.9464 0.223 -0.219 0.618
H 23.8905 9.9235 13.2146 0.982 0.454 0.720
C 9.1393 15.2195 15.8032 0.458 0.082 0.512
O 10.5403 15.5165 15.9296 -0.859 -0.162 -1.951
C 11.0297 15.8089 17.1802 0.797 -0.380 1.150
C 11.4438 14.4739 17.9699 -0.934 1.979 -0.267
N 12.5267 13.7539 17.3043 1.037 0.346 1.669
C 13.8691 14.2560 17.8495 -1.278 -0.878 -0.284
C 15.1088 13.5887 17.2636 0.341 0.576 0.750
O 15.6247 12.4685 18.0907 -0.373 0.185 -1.576
C 16.1823 11.3828 17.3032 -0.732 0.481 0.137
H 8.7057 15.6992 14.9258 0.456 -0.153 -0.264
H 8.5655 15.6539 16.6218 0.149 -0.194 0.307
H 9.0152 14.1374 15.7613 -0.204 -0.028 -0.011
H 10.3744 16.5384 17.6562 -0.589 -0.512 0.847
H 11.8928 16.4559 17.0235 0.640 -0.370 -0.121
H 10.5292 13.8985 18.1126 0.015 -0.410 -0.402
H 11.6970 14.7703 18.9878 0.424 -0.057 0.027
H 12.4360 13.9728 16.3225 0.335 -0.018 -0.270
H 13.9680 14.1224 18.9267 -0.617 -0.524 0.133
H 13.8810 15.3437 17.7799 0.464 0.228 -0.577
H 15.8284 14.4064 17.3024 0.641 -0.228 0.055
H 14.9541 13.4213 16.1976 0.067 -0.920 0.004
H 16.6874 10.6155 17.8899 0.155 0.623 0.682
H 16.8875 11.7576 16.5614 -0.023 0.007 -0.133
H 15.3833 10.8047 16.8390 -0.218 0.285 -0.461
C 13.8949 17.6160 12.0764 0.644 -0.699 0.436
O 14.9048 18.0433 12.9869 0.385 2.741 -1.196
C 15.5489 19.2633 12.4299 0.245 1.138 3.112
C 16.5374 19.8448 13.6294 -1.155 -2.943 -2.114
N 17.4793 18.7034 13.8573 -2.014 1.502 2.680
C 18.3768 18.4523 12.8290 1.645 -0.735 -0.109
C 18.6228 16.9583 12.7661 0.911 -0.827 -1.101
O 17.4827 16.3099 12.3214 -1.158 -1.806 -0.871
C 17.6825 14.8718 12.1835 -0.780 1.188 0.917
H 13.2718 16.9070 12.6216 0.083 -0.165 -0.149
H 14.4451 17.1333 11.2687 -0.480 -0.224 -0.422
H 13.2361 18.3930 11.6886 0.185 0.364 0.081
H 14.8627 20.1073 12.3592 -0.811 -0.345 -0.423
H 16.0396 19.1445 11.4639 0.012 -0.547 0.088
H 15.8680 20.0022 14.4750 0.195 -0.281 0.184
H 16.9416 20.8254 13.3783 0.584 -0.347 -0.259
H 16.8762 17.8933 13.8649 -0.439 -0.034 0.492
H 19.3558 18.8445 13.1045 0.216 0.720 -0.662
H 17.9468 18.8775 11.9222 0.876 -0.305 -0.763
H 18.9683 16.3943 13.6325 -0.042 0.947 1.059
H 19.4531 16.7366 12.0956 0.286 0.305 -0.702
H 18.0576 14.4680 13.1239 0.692 0.067 0.052
H 18.3206 14.6274 11.3342 0.006 -0.022 0.022
H 16.7031 14.3950 12.1442 -0.088 0.277 -0.663